(1)
Computed, not measured: C19H46F3N3O6Pd as an isolated structure at a distorted geometry, with ωB97M-V/def2-TZVPD.

Element x y z (Å)
1 Pd -1.570 0.859 0.357
2 C 5.195 4.147 0.560
3 O 5.199 5.232 -0.408
4 O 3.890 3.564 0.515
5 C 6.380 3.152 0.440
6 F 7.511 3.837 0.797
7 F 6.398 1.984 1.181
8 F 6.569 2.765 -0.789
9 C 6.179 6.277 -0.281
10 C 6.026 7.124 -1.560
11 H 6.530 8.064 -1.335
12 H 6.555 6.641 -2.380
13 H 4.956 7.159 -1.767
14 H 7.224 5.968 -0.261
15 H 6.031 6.859 0.629
16 H 5.399 4.649 1.506
17 C -8.606 -1.234 1.174
18 C -7.632 -1.723 0.199
19 C -8.338 -2.085 -1.078
20 O -6.585 -0.837 0.039
21 H -9.125 -2.122 1.534
22 H -9.213 -0.402 0.818
23 H -8.277 -0.709 2.071
24 H -7.225 -2.662 0.575
25 H -8.471 -1.262 -1.780
26 H -9.297 -2.603 -1.045
27 H -7.671 -2.819 -1.530
28 C 0.129 -6.188 2.600
29 C 1.141 -5.114 2.797
30 C 2.552 -5.694 2.955
31 O 2.750 -6.479 1.760
32 C 3.834 -7.435 1.810
33 N 1.116 -4.103 1.786
34 H 0.118 -7.029 3.294
35 H 0.262 -6.723 1.660
36 H -0.906 -5.849 2.613
37 H 0.833 -4.647 3.732
38 H 2.432 -6.363 3.807
39 H 3.352 -4.962 3.071
40 H 4.360 -7.664 0.884
41 H 3.450 -8.333 2.294
42 H 4.539 -7.098 2.570
43 H 1.603 -4.643 1.085
44 H 1.892 -3.539 2.102
45 C -1.039 -2.331 -5.419
46 C 0.106 -2.452 -4.298
47 C 1.445 -3.204 -4.795
48 O 2.353 -3.100 -3.683
49 C 3.498 -3.915 -3.766
50 N 0.369 -1.081 -3.894
51 H -1.058 -3.401 -5.625
52 H -0.772 -1.779 -6.320
53 H -2.062 -2.045 -5.174
54 H -0.340 -2.995 -3.465
55 H 1.780 -2.767 -5.736
56 H 1.238 -4.269 -4.900
57 H 4.168 -3.545 -2.990
58 H 3.932 -3.546 -4.696
59 H 3.486 -4.998 -3.644
60 H 0.211 -0.417 -4.639
61 H 1.367 -1.020 -3.750
62 C -3.125 7.097 1.097
63 C -2.595 5.718 1.369
64 C -3.075 5.072 2.691
65 O -2.479 3.842 2.991
66 C -2.793 3.441 4.356
67 N -2.738 4.806 0.223
68 H -4.213 7.041 1.062
69 H -2.680 7.539 0.206
70 H -2.907 7.795 1.906
71 H -1.536 5.812 1.607
72 H -4.158 5.002 2.795
73 H -2.939 5.788 3.501
74 H -3.869 3.347 4.500
75 H -2.398 3.973 5.221
76 H -2.516 2.424 4.634
77 H -3.745 4.869 0.203
78 H -2.407 5.339 -0.569

Computed properties:
**E_HOMO (spin up / spin down)**: -6.49 / -6.49 eV
**2S+1**: 3
**Energy**: -48824.497 eV
**Energy above the lowest of the compared OMol25 structures with the same formula, charge and spin**: 194.72 kcal per mole

(2)
Computed, not measured: a 2-piece molecular cluster, C19H46NOPSSi overall at a distorted geometry, with ωB97M-V/def2-TZVPD.

Element x y z (Å)
1 C 10.178 -1.793 2.604
2 C 9.524 -1.902 1.099
3 C 7.889 -2.249 1.139
4 C 6.966 -0.950 0.750
5 C 6.679 0.092 1.984
6 C 5.329 1.029 1.671
7 C 3.968 0.378 2.325
8 C 2.638 0.488 1.316
9 C 1.283 -0.150 1.992
10 C -0.110 0.632 1.612
11 C -1.202 -0.501 1.154
12 C -2.770 -0.109 1.428
13 C -3.638 -1.517 1.184
14 Si -4.999 -1.824 2.511
15 O -5.519 -0.368 3.360
16 P -6.679 -2.832 1.426
17 S -8.337 -1.796 1.660
18 H 9.392 -1.907 3.467
19 H 10.784 -0.778 2.685
20 H 10.975 -2.666 2.744
21 H 10.131 -2.735 0.504
22 H 9.711 -0.868 0.548
23 H 7.734 -3.045 0.264
24 H 7.586 -2.795 2.132
25 H 5.924 -1.355 0.373
26 H 7.562 -0.355 -0.096
27 H 6.650 -0.392 3.048
28 H 7.583 0.871 1.982
29 H 5.242 1.295 0.532
30 H 5.528 2.057 2.238
31 H 3.736 0.924 3.343
32 H 4.222 -0.760 2.572
33 H 2.512 1.563 0.873
34 H 2.909 -0.222 0.396
35 H 1.180 -1.265 1.581
36 H 1.417 -0.142 3.158
37 H -0.021 1.411 0.743
38 H -0.452 1.234 2.575
39 H -1.059 -0.659 -0.017
40 H -0.981 -1.500 1.758
41 H -3.006 0.240 2.529
42 H -3.223 0.655 0.630
43 H -2.877 -2.431 1.107
44 H -4.162 -1.432 0.121
45 H -4.591 -2.803 3.544
46 H -6.396 -0.029 2.994
47 H -6.376 -2.797 -0.011
48 H -6.821 -4.226 1.855
49 C -6.050 0.793 -1.762
50 C -4.713 0.946 -2.482
51 N -4.839 1.042 -3.938
52 C -3.565 0.870 -4.646
53 C -2.482 1.916 -4.408
54 C -5.698 2.112 -4.449
55 C -5.370 3.543 -4.035
56 H -6.624 -0.046 -2.167
57 H -5.879 0.598 -0.698
58 H -6.658 1.701 -1.834
59 H -4.117 0.058 -2.235
60 H -4.178 1.806 -2.063
61 H -3.755 0.797 -5.725
62 H -3.155 -0.110 -4.370
63 H -2.712 2.857 -4.909
64 H -1.533 1.560 -4.823
65 H -2.318 2.112 -3.345
66 H -6.728 1.899 -4.138
67 H -5.734 2.062 -5.545
68 H -5.186 3.639 -2.961
69 H -6.215 4.196 -4.277
70 H -4.504 3.933 -4.573

Computed properties:
**SMILES**: CCCCCCCCCCCCC[Si@@H](O)[PH2]=S.CCN(CC)CC
**E_HOMO**: -8.23 eV
**2S+1**: 1
**Energy**: -51983.163 eV

Which of these has the highest energy?
C19H46F3N3O6Pd

Number 2 is which compound?
C19H46NOPSSi